Entry 1:
This record from the Open Molecules 2025 dataset describes the molecule C2H10O2Si2 at a distorted geometry. The level of theory is ωB97M-V/def2-TZVPD.

## Properties
SMILES: C[SiH2]O[Si@@H](C)O
Kohn-Sham gap in eV: 10.9238
Total energy in eV: -22089.4377
Net charge: 0
HOMO in eV: -10.17
Energy above the lowest of the compared OMol25 structures with the same formula, charge and spin in kJ/mol: 89.8

Positions of all 16 atoms, in Å:
C: -2.174 -0.147 -0.776
Si: -1.242 -1.292 0.354
O: 0.324 -0.976 0.166
Si: 1.710 -0.213 -0.316
C: 1.851 1.231 0.836
O: 3.011 -1.161 -0.159
H: -1.579 -0.123 -1.724
H: -3.168 -0.505 -1.168
H: -2.431 0.862 -0.528
H: -1.488 -0.840 1.714
H: -1.722 -2.759 0.477
H: 1.681 -0.096 -1.902
H: 1.136 1.998 0.848
H: 1.974 0.939 1.813
H: 2.848 1.706 0.710
H: 3.837 -0.863 -0.473

Per-atom natural (NBO) charges, elementary charge units: atom 1 (C): -1.16, atom 2 (Si): 1.49, atom 3 (O): -1.28, atom 4 (Si): 1.93, atom 5 (C): -1.16, atom 6 (O): -1.10, atom 7 (H): 0.24, atom 8 (H): 0.25, atom 9 (H): 0.25, atom 10 (H): -0.25, atom 11 (H): -0.19, atom 12 (H): -0.25, atom 13 (H): 0.24, atom 14 (H): 0.25, atom 15 (H): 0.23, atom 16 (H): 0.50

=====

Entry 2:
This record from the Open Molecules 2025 dataset describes a structure of composition C8H15NO6Re. The level of theory is ωB97M-V/def2-TZVPD.

## Properties
Kohn-Sham gap (spin up / spin down) in eV: 8.0648 / 7.6573
Multiplicity: 2
Total energy in eV: -24426.1574
Net charge: +2
HOMO (spin up / spin down) in eV: -17.52 / -17.23
Energy above the lowest of the compared OMol25 structures with the same formula, charge and spin in kJ/mol: 90.9

Positions of all 31 atoms, in Å:
Re: -0.158 0.737 0.814
O: -1.384 -0.926 1.424
C: -0.764 -2.101 0.787
C: 0.738 -2.069 1.026
N: 1.301 -0.716 0.647
C: 2.445 -0.362 1.550
C: 1.894 0.314 2.788
O: 2.358 0.424 3.851
O: 0.633 0.913 2.450
C: 1.733 -0.631 -0.787
C: 1.765 0.837 -1.228
O: 2.415 1.276 -2.100
O: 0.837 1.625 -0.522
H: -1.573 -1.085 2.363
H: -1.027 -2.013 -0.267
H: -1.221 -3.005 1.184
H: 1.240 -2.851 0.454
H: 0.956 -2.233 2.082
H: 3.113 0.342 1.048
H: 3.022 -1.247 1.817
H: 1.000 -1.147 -1.412
H: 2.703 -1.107 -0.928
C: -3.134 1.799 -2.417
C: -1.724 1.739 -1.911
O: -1.728 1.074 -0.537
H: -3.125 2.319 -3.376
H: -3.776 2.382 -1.752
H: -3.556 0.808 -2.579
H: -1.268 2.711 -1.755
H: -1.077 1.104 -2.509
H: -2.640 1.088 -0.205

Per-atom natural (NBO) charges, elementary charge units: atom 1 (Re): 1.81, atom 2 (O): -0.71, atom 3 (C): -0.10, atom 4 (C): -0.27, atom 5 (N): -0.36, atom 6 (C): -0.37, atom 7 (C): 0.76, atom 8 (O): -0.36, atom 9 (O): -0.62, atom 10 (C): -0.36, atom 11 (C): 0.74, atom 12 (O): -0.40, atom 13 (O): -0.65, atom 14 (H): 0.55, atom 15 (H): 0.22, atom 16 (H): 0.26, atom 17 (H): 0.27, atom 18 (H): 0.24, atom 19 (H): 0.28, atom 20 (H): 0.28, atom 21 (H): 0.26, atom 22 (H): 0.28, atom 23 (C): -0.68, atom 24 (C): -0.04, atom 25 (O): -0.77, atom 26 (H): 0.28, atom 27 (H): 0.24, atom 28 (H): 0.24, atom 29 (H): 0.23, atom 30 (H): 0.20, atom 31 (H): 0.54

=====

Entry 3:
This record from the Open Molecules 2025 dataset describes a structure of composition C29H44BrN3P2Ti at a distorted geometry. The level of theory is ωB97M-V/def2-TZVPD.

## Properties
Kohn-Sham gap (spin up / spin down) in eV: 7.1946 / 4.2915
Multiplicity: 3
Total energy in eV: -146975.2736
Net charge: +2
HOMO (spin up / spin down) in eV: -13.05 / -13.29
Energy above the lowest of the compared OMol25 structures with the same formula, charge and spin in kJ/mol: 0.0

Positions of all 80 atoms, in Å:
C: -0.026 -5.928 -1.640
C: -0.200 -4.668 -2.243
C: -1.401 -4.471 -2.973
C: -2.327 -5.524 -3.082
N: -2.105 -6.734 -2.553
C: -1.004 -6.917 -1.817
C: 0.769 -3.617 -2.084
C: 1.549 -2.685 -1.917
C: 1.986 -1.323 -1.961
C: 2.714 -0.728 -0.914
C: 2.791 0.688 -0.860
C: 1.822 1.370 -1.694
C: 1.319 0.813 -2.870
C: 1.461 -0.551 -3.028
Ti: 1.473 1.973 0.082
P: -0.353 0.162 0.466
H: -1.617 -3.524 -3.468
H: 0.848 -6.144 -1.040
H: -3.287 -5.374 -3.596
H: -0.886 -7.880 -1.314
H: 1.028 -1.075 -3.889
H: 3.114 -1.339 -0.093
H: 0.788 1.406 -3.605
H: 3.618 1.203 -0.361
C: -1.389 0.594 1.938
C: -2.608 -0.280 2.257
H: -1.709 1.643 1.795
H: -0.698 0.603 2.799
H: -3.081 0.118 3.166
H: -3.361 -0.255 1.459
H: -2.332 -1.320 2.475
C: -1.445 -0.603 -0.818
C: -2.005 -1.989 -0.508
H: -0.835 -0.648 -1.733
H: -2.262 0.108 -1.019
H: -2.734 -2.262 -1.279
H: -1.225 -2.754 -0.534
H: -2.528 -2.044 0.451
C: 0.612 -1.321 0.984
C: 0.108 -2.229 2.079
H: 1.591 -0.935 1.279
H: 0.777 -1.882 0.063
H: 0.873 -2.991 2.259
H: -0.045 -1.705 3.023
H: -0.803 -2.759 1.795
Br: 1.630 4.281 0.587
P: -2.259 2.729 -1.022
C: -4.003 2.355 -0.684
C: -4.938 3.548 -0.567
H: -3.995 1.788 0.265
H: -4.332 1.668 -1.479
H: -5.931 3.171 -0.302
H: -4.630 4.243 0.220
H: -5.030 4.097 -1.511
C: -1.884 4.472 -0.543
C: -1.730 5.510 -1.651
H: -0.914 4.398 -0.018
H: -2.627 4.778 0.207
H: -1.317 6.421 -1.202
H: -1.026 5.202 -2.435
H: -2.686 5.774 -2.121
C: -2.005 2.660 -2.839
C: -3.185 3.142 -3.663
H: -1.751 1.615 -3.076
H: -1.100 3.247 -3.046
H: -2.955 2.991 -4.721
H: -4.106 2.597 -3.445
H: -3.373 4.211 -3.530
C: 4.621 0.289 4.354
N: 3.501 0.772 3.577
C: 2.465 1.563 4.074
C: 1.629 1.811 3.039
N: 2.186 1.250 1.886
C: 3.287 0.584 2.256
H: 5.214 1.131 4.730
H: 4.280 -0.295 5.216
H: 5.252 -0.352 3.735
H: 2.388 1.872 5.103
H: 0.691 2.340 3.007
H: 3.946 -0.011 1.623

Per-atom Mulliken charges, elementary charge units: atom 1 (C): -0.49, atom 2 (C): 0.27, atom 3 (C): -0.29, atom 4 (C): -0.40, atom 5 (N): -0.56, atom 6 (C): -0.35, atom 7 (C): 0.16, atom 8 (C): -0.15, atom 9 (C): 0.67, atom 10 (C): -0.91, atom 11 (C): -0.66, atom 12 (C): 0.15, atom 13 (C): -0.22, atom 14 (C): -0.89, atom 15 (Ti): -0.30, atom 16 (P): 0.80, atom 17 (H): 0.49, atom 18 (H): 0.45, atom 19 (H): 0.37, atom 20 (H): 0.38, atom 21 (H): 0.45, atom 22 (H): 0.53, atom 23 (H): 0.73, atom 24 (H): 0.87, atom 25 (C): -0.31, atom 26 (C): -1.68, atom 27 (H): 0.63, atom 28 (H): 0.51, atom 29 (H): 0.47, atom 30 (H): 0.28, atom 31 (H): 0.34, atom 32 (C): 0.67, atom 33 (C): -1.33, atom 34 (H): -0.08, atom 35 (H): 0.12, atom 36 (H): 0.54, atom 37 (H): -0.01, atom 38 (H): 0.14, atom 39 (C): 1.66, atom 40 (C): -1.81, atom 41 (H): 0.08, atom 42 (H): -0.93, atom 43 (H): 0.49, atom 44 (H): 0.32, atom 45 (H): 0.28, atom 46 (Br): -0.60, atom 47 (P): 0.91, atom 48 (C): -0.49, atom 49 (C): -1.34, atom 50 (H): 0.20, atom 51 (H): 0.55, atom 52 (H): 0.43, atom 53 (H): 0.32, atom 54 (H): 0.32, atom 55 (C): -0.10, atom 56 (C): -1.37, atom 57 (H): -0.18, atom 58 (H): 0.55, atom 59 (H): 0.45, atom 60 (H): 0.29, atom 61 (H): 0.31, atom 62 (C): -0.60, atom 63 (C): -1.37, atom 64 (H): 0.42, atom 65 (H): 0.49, atom 66 (H): 0.45, atom 67 (H): 0.30, atom 68 (H): 0.25, atom 69 (C): -0.85, atom 70 (N): 0.10, atom 71 (C): -0.86, atom 72 (C): -0.87, atom 73 (N): 0.66, atom 74 (C): -0.20, atom 75 (H): 0.35, atom 76 (H): 0.35, atom 77 (H): 0.30, atom 78 (H): 0.47, atom 79 (H): 0.60, atom 80 (H): 0.31

=====

Entry 4:
This record from the Open Molecules 2025 dataset describes the molecule C15H22FNO. The level of theory is ωB97M-V/def2-TZVPD.

## Properties
SMILES: CCCC[C@H](CC)C(=O)NCc1ccc(F)cc1
Kohn-Sham gap in eV: 9.8597
Total energy in eV: -22168.2002
Net charge: 0
HOMO in eV: -9.14
Energy above the lowest of the compared OMol25 structures with the same formula, charge and spin in kJ/mol: 0.0

Positions of all 40 atoms, in Å:
C: -5.427 -0.384 1.554
C: -4.480 -1.199 0.680
C: -4.178 -0.536 -0.665
C: -3.524 0.845 -0.582
C: -2.157 0.835 0.111
C: -1.564 2.250 0.164
C: -0.269 2.309 0.967
C: -1.199 -0.047 -0.678
O: -1.055 0.041 -1.879
N: -0.518 -0.949 0.071
C: 0.551 -1.756 -0.488
C: 1.891 -1.110 -0.245
C: 2.245 0.019 -0.978
C: 3.439 0.671 -0.738
C: 4.278 0.177 0.246
F: 5.447 0.806 0.488
C: 3.953 -0.942 0.989
C: 2.750 -1.579 0.739
H: -4.965 0.547 1.872
H: -5.698 -0.947 2.445
H: -6.338 -0.147 1.008
H: -4.935 -2.172 0.480
H: -3.551 -1.385 1.223
H: -3.526 -1.196 -1.242
H: -5.114 -0.433 -1.219
H: -4.185 1.541 -0.064
H: -3.379 1.212 -1.600
H: -2.261 0.458 1.132
H: -2.298 2.924 0.611
H: -1.376 2.586 -0.857
H: 0.103 3.330 1.007
H: -0.432 1.967 1.988
H: 0.501 1.687 0.513
H: -0.567 -0.893 1.076
H: 0.353 -1.822 -1.561
H: 0.512 -2.755 -0.045
H: 1.573 0.383 -1.742
H: 3.727 1.546 -1.299
H: 4.632 -1.300 1.747
H: 2.483 -2.455 1.313

Per-atom natural (NBO) charges, elementary charge units: atom 1 (C): -0.61, atom 2 (C): -0.39, atom 3 (C): -0.40, atom 4 (C): -0.39, atom 5 (C): -0.31, atom 6 (C): -0.38, atom 7 (C): -0.61, atom 8 (C): 0.70, atom 9 (O): -0.65, atom 10 (N): -0.61, atom 11 (C): -0.25, atom 12 (C): -0.06, atom 13 (C): -0.18, atom 14 (C): -0.28, atom 15 (C): 0.40, atom 16 (F): -0.33, atom 17 (C): -0.28, atom 18 (C): -0.19, atom 19 (H): 0.20, atom 20 (H): 0.21, atom 21 (H): 0.20, atom 22 (H): 0.20, atom 23 (H): 0.19, atom 24 (H): 0.21, atom 25 (H): 0.20, atom 26 (H): 0.20, atom 27 (H): 0.23, atom 28 (H): 0.20, atom 29 (H): 0.20, atom 30 (H): 0.21, atom 31 (H): 0.21, atom 32 (H): 0.20, atom 33 (H): 0.21, atom 34 (H): 0.40, atom 35 (H): 0.24, atom 36 (H): 0.20, atom 37 (H): 0.24, atom 38 (H): 0.23, atom 39 (H): 0.23, atom 40 (H): 0.21